{
  "formula": "C7H17NO2",
  "method": "the ωB97M-V functional and the def2-TZVPD basis",
  "lumo_energy_ev": 0.86,
  "smiles": "CC(=O)N(C)O.CCCC",
  "gap_ha": 0.365,
  "homo_energy_ev": -9.06,
  "species": ["C", "C", "O", "N", "C", "O", "H", "H", "H", "H", "H", "H", "H", "C", "C", "C", "C", "H", "H", "H", "H", "H", "H", "H", "H", "H", "H"],
  "xyz": [[0.029872, -1.674555, 1.499695], [-0.768771, -0.411886, 1.256827], [-0.963803, 0.415787, 2.155137], [-1.689094, -0.490765, 0.205431], [-2.433316, -1.685926, -0.117883], [-2.523913, 0.648979, 0.145883], [0.796003, -1.465488, 2.240308], [-0.612639, -2.456088, 1.898067], [0.498004, -2.032780, 0.586920], [-1.736893, -2.510158, -0.283758], [-3.150690, -1.947777, 0.668763], [-2.969541, -1.493067, -1.046954], [-2.344091, 1.091575, 1.007714], [1.848175, 1.349007, 1.175687], [0.889739, 1.332854, 0.002589], [1.134351, 0.323531, -1.235221], [1.005124, 0.832950, -2.671238], [2.006089, 2.358529, 1.548308], [1.420653, 0.780468, 2.003767], [2.815292, 0.918077, 0.923232], [1.437202, 1.956206, -0.769872], [-0.048728, 1.881002, 0.043167], [0.350079, -0.428340, -1.076005], [2.103493, -0.153656, -1.081218], [1.831537, 1.496732, -2.922582], [1.005206, -0.013860, -3.358648], [0.070659, 1.378650, -2.798115]],
  "forces_ev_per_a": [[0.6, 0.6, -0.4], [-3.2, -1.5, 1.8], [0.9, 0.0, -1.3], [0.9, 1.3, 0.2], [0.2, -0.1, -0.2], [0.2, -0.3, 0.4], [0.0, 0.0, 0.0], [-0.2, 0.1, 0.0], [0.1, -0.1, -0.1], [-0.1, 0.1, 0.0], [0.1, 0.0, 0.0], [0.0, -0.1, 0.1], [-0.1, -0.3, -0.2], [-0.8, -0.7, 0.6], [3.1, 1.9, -4.6], [-2.0, -2.0, 1.8], [0.0, 0.3, 0.7], [0.0, 0.1, -0.1], [0.3, 0.0, 0.2], [0.0, 0.0, -0.1], [-0.3, 1.5, 1.6], [-0.2, -0.7, 0.3], [0.4, -0.5, -0.6], [0.0, 0.1, 0.0], [0.0, 0.1, -0.1], [0.0, 0.1, 0.0], [0.0, 0.0, -0.1]],
  "lowdin_charge": [0.0092, -0.4962, 0.0350, -0.1774, -0.0347, -0.0075, 0.0863, 0.0913, 0.0805, 0.0884, 0.0999, 0.0930, 0.0949, -0.1109, -0.2404, -0.2740, -0.1103, 0.0735, 0.0430, 0.0746, 0.0964, 0.1040, 0.0605, 0.1039, 0.0695, 0.0710, 0.0764]
}

***

{
  "formula": "C3H8NO2",
  "method": "the ωB97M-V functional and the def2-TZVPD basis",
  "total_charge": -1,
  "lumo_energy_ev": 4.48,
  "gap_ha": 0.303,
  "homo_energy_ev": -3.77,
  "species": ["C", "C", "O", "H", "H", "H", "H", "N", "C", "O", "H", "H", "H", "H"],
  "xyz": [[-3.054214, 0.264727, -1.353950], [-1.761369, -0.016303, -1.120911], [-1.277028, -0.607089, -0.058147], [-3.332223, 0.687613, -2.308692], [-3.810517, 0.056028, -0.603143], [-1.024783, 0.264194, -1.881677], [-0.122227, -0.517770, -0.050451], [2.881284, 0.662379, 1.153623], [1.597054, -0.065407, 1.198088], [1.104395, -0.372949, -0.036858], [3.475949, 0.136938, 0.519148], [2.709067, 1.541343, 0.675943], [1.785406, -0.965057, 1.811061], [0.907960, 0.574306, 1.776834]],
  "forces_ev_per_a": [[-0.1, 0.0, 0.0], [0.1, -0.2, 0.2], [-0.5, 0.2, -0.1], [-0.1, 0.1, 0.0], [0.0, 0.0, -0.2], [0.1, 0.0, -0.1], [0.6, 0.0, 0.2], [0.0, 0.0, 0.1], [-0.1, 0.1, -0.1], [0.1, -0.1, -0.2], [0.0, 0.0, 0.0], [0.0, 0.0, -0.1], [0.0, 0.0, 0.0], [0.0, 0.0, 0.1]],
  "lowdin_charge": [-0.0795, -0.4094, -0.1070, 0.0016, 0.0204, 0.0981, -0.0178, -0.0322, -0.5004, -0.2320, 0.0370, 0.0372, 0.0872, 0.0967]
}

***

{
  "formula": "C9H7MnN2O5",
  "method": "the ωB97M-V functional and the def2-TZVPD basis",
  "total_charge": 1,
  "lumo_energy_ev": [-5.36, -6.09],
  "gap_ha": [0.224, 0.272],
  "multiplicity": 6,
  "homo_energy_ev": [-11.45, -13.50],
  "species": ["O", "C", "Mn", "O", "C", "C", "O", "C", "O", "C", "O", "H", "C", "N", "C", "C", "N", "C", "H", "H", "H", "H", "H", "H"],
  "xyz": [[-0.143325, 2.643546, 5.016663], [0.953048, 2.312157, 5.014599], [1.117781, 1.645345, 0.053455], [-1.574358, 2.534693, -0.608574], [-0.495227, 2.103853, -0.559247], [1.284981, 1.128991, -2.210571], [0.540222, 1.350338, -3.171400], [2.456443, 0.155454, -2.348508], [3.514888, -0.176794, -1.903849], [1.656606, 3.341942, -0.293971], [1.809146, 4.489176, -0.501498], [0.238144, 2.188353, 1.313644], [-2.112668, -2.941020, -0.739654], [-1.115685, -2.034875, -0.154109], [-0.359794, -2.286219, 0.989034], [0.439021, -1.202888, 1.185197], [0.218558, -0.275338, 0.152632], [-0.729183, -0.812885, -0.631011], [-1.661779, -3.911605, -0.997507], [-2.939451, -3.151818, -0.042975], [-2.517059, -2.483260, -1.647823], [-0.433752, -3.196420, 1.574768], [1.082356, -1.009665, 2.031117], [-1.228914, -0.411062, -1.520413]],
  "forces_ev_per_a": [[2.4, -0.7, 0.0], [-2.4, 0.7, 0.0], [2.6, -5.8, 2.1], [3.4, -1.6, -0.4], [-9.2, 3.7, -1.0], [-2.3, 1.2, -3.8], [2.5, -0.6, 3.9], [4.6, -2.6, 1.1], [-4.4, 1.9, -1.4], [3.1, 9.6, -1.8], [-1.0, -5.3, 1.1], [0.0, 0.2, 0.1], [-0.2, -0.3, -0.1], [0.8, 0.7, 0.3], [-0.2, 0.3, -0.3], [-0.5, 0.2, -0.6], [-0.1, -1.2, 0.1], [-0.3, -1.3, 0.6], [0.0, 0.5, 0.0], [0.4, 0.4, -0.1], [0.1, -0.1, 0.2], [-0.2, 0.2, -0.3], [0.1, 0.1, -0.3], [0.6, 0.1, 0.5]],
  "lowdin_charge": [-0.0017, -0.0014, 0.5827, 0.1925, -0.2682, -0.2418, 0.0713, -0.0015, 0.1716, -0.1195, 0.1901, 0.0702, 0.0085, -0.0972, -0.0238, -0.0824, -0.0600, -0.1109, 0.1065, 0.1073, 0.0984, 0.1393, 0.1162, 0.1540]
}

***

{
  "formula": "C5H6O",
  "method": "the ωB97M-V functional and the def2-TZVPD basis",
  "lumo_energy_ev": 1.07,
  "gap_ha": 0.412,
  "homo_energy_ev": -10.13,
  "species": ["C", "C", "C", "C", "C", "O", "H", "H", "H", "H", "H", "H"],
  "xyz": [[-2.462851, -0.263467, 0.858815], [-1.438411, 0.165212, 0.389254], [-0.191192, 0.793413, -0.089535], [1.110446, 0.159800, 0.406020], [1.005339, -0.661369, -0.868392], [0.194261, 0.417586, -1.437281], [-3.375323, -0.633349, 1.277851], [-0.282646, 1.875367, 0.047403], [1.880211, 0.911718, 0.210999], [1.237371, -0.277146, 1.395145], [0.360920, -1.542208, -0.866288], [1.961873, -0.945559, -1.323990]],
  "forces_ev_per_a": [[0.5, 0.2, -0.2], [-0.4, -0.1, 0.2], [-0.1, 0.2, 0.2], [0.1, 0.0, 0.2], [0.1, -0.2, -0.1], [0.0, -0.2, -0.1], [0.2, 0.1, -0.1], [0.0, -0.1, -0.2], [0.1, -0.2, 0.3], [-0.3, -0.1, -0.1], [0.1, -0.1, 0.5], [-0.3, 0.5, -0.5]],
  "lowdin_charge": [0.1258, -0.0682, -0.3396, -0.0979, -0.1654, -0.0899, 0.0286, 0.1465, 0.1160, 0.1139, 0.1146, 0.1155]
}

***

{
  "formula": "C3H5F3P",
  "method": "the ωB97M-V functional and the def2-TZVPD basis",
  "total_charge": 1,
  "lumo_energy_ev": -6.62,
  "gap_ha": 0.335,
  "homo_energy_ev": -15.74,
  "species": ["C", "C", "C", "F", "F", "F", "P", "H", "H", "H", "H", "H"],
  "xyz": [[1.335865, -0.569675, 0.299742], [0.683133, 0.430111, 0.683172], [2.227718, -1.541178, -0.192035], [-1.475770, 1.615835, -0.086224], [-1.201943, -0.585865, -1.026673], [-4.098422, 2.107720, 0.569052], [-1.310559, 0.138800, 0.388842], [-4.298556, 2.305429, -0.316020], [0.585119, 1.537681, 0.842656], [2.406276, -2.435587, 0.478700], [3.274744, -1.284885, -0.420686], [1.872392, -1.718388, -1.220521]],
  "forces_ev_per_a": [[0.8, 3.4, 1.4], [-0.2, -0.6, -0.9], [0.2, -2.1, -0.3], [0.0, -0.3, -0.1], [-0.2, 0.5, 0.9], [0.1, -0.1, -0.2], [-0.2, -0.4, -0.9], [-0.1, 0.1, 0.2], [0.8, -1.4, 0.2], [-0.9, 0.7, -0.9], [-0.3, 1.2, 0.4], [-0.1, -0.9, 0.2]],
  "lowdin_charge": [-0.0383, -0.0702, -0.0220, -0.2242, -0.2272, -0.0836, 1.0295, 0.0921, 0.1367, 0.1409, 0.1402, 0.1262]
}

***

{
  "formula": "C18H25NO3",
  "method": "the ωB97M-V functional and the def2-TZVPD basis",
  "lumo_energy_ev": 0.73,
  "smiles": "CCCCCCCOc1ccc([C@@H]2CC(=O)N(C)C2=O)cc1",
  "gap_ha": 0.341,
  "homo_energy_ev": -8.55,
  "species": ["C", "C", "C", "C", "C", "C", "C", "O", "C", "C", "C", "C", "C", "C", "C", "O", "N", "C", "C", "O", "C", "C", "H", "H", "H", "H", "H", "H", "H", "H", "H", "H", "H", "H", "H", "H", "H", "H", "H", "H", "H", "H", "H", "H", "H", "H", "H"],
  "xyz": [[3.433740, 2.081738, 2.137221], [3.914042, 0.928187, 3.010013], [4.850246, -0.035352, 2.278377], [4.236824, -0.730836, 1.062157], [3.035011, -1.605207, 1.409056], [2.530066, -2.379502, 0.193485], [1.256586, -3.162873, 0.521577], [0.195780, -2.328276, 0.940197], [-0.463768, -1.561867, 0.033770], [-1.385813, -0.659633, 0.570857], [-2.129416, 0.159596, -0.248807], [-1.971813, 0.112173, -1.631184], [-2.800127, 0.999726, -2.531012], [-2.855917, 2.456033, -2.069190], [-4.223277, 2.618189, -1.441208], [-4.648962, 3.559619, -0.825940], [-4.944939, 1.476913, -1.720458], [-6.325513, 1.304504, -1.335305], [-4.243351, 0.522505, -2.425276], [-4.713272, -0.503434, -2.836979], [-1.066561, -0.791541, -2.162408], [-0.313712, -1.619845, -1.347778], [4.280238, 2.601223, 1.692714], [2.787924, 1.726420, 1.338321], [2.869117, 2.795043, 2.733526], [4.453970, 1.336127, 3.868189], [3.052643, 0.382952, 3.398680], [5.185354, -0.797631, 2.986390], [5.733392, 0.518396, 1.949437], [3.942005, 0.014618, 0.321559], [5.006703, -1.357213, 0.603204], [2.219716, -0.985820, 1.784757], [3.311745, -2.309379, 2.197241], [2.327243, -1.677179, -0.617935], [3.290837, -3.083520, -0.149319], [1.437232, -3.817403, 1.378991], [0.950417, -3.785295, -0.328344], [-1.503931, -0.627689, 1.642411], [-2.837972, 0.844351, 0.194808], [-2.452542, 0.891711, -3.560119], [-2.074463, 2.709994, -1.353224], [-2.778778, 3.153688, -2.905121], [-6.679478, 2.250731, -0.929770], [-6.914802, 1.018604, -2.206235], [-6.409427, 0.521436, -0.580670], [-0.939999, -0.856201, -3.233223], [0.377003, -2.308781, -1.807434]],
  "forces_ev_per_a": [[0.0, -0.2, 0.2], [0.2, 0.0, -0.1], [-0.1, 0.0, -0.1], [0.0, -0.1, 0.3], [0.1, 0.1, -0.4], [-0.4, 0.0, 0.4], [0.5, -0.2, -0.3], [-0.2, 0.2, 0.1], [-0.2, 0.2, -0.1], [0.1, -0.1, 0.1], [0.2, -0.1, -0.1], [0.1, 0.0, -0.2], [0.2, -0.2, 0.0], [0.1, 0.1, 0.0], [0.2, 0.1, -0.1], [0.0, 0.2, 0.1], [-0.4, 0.0, 0.1], [-0.2, 0.0, 0.0], [0.1, 0.2, -0.2], [-0.1, -0.2, 0.0], [-0.2, 0.2, 0.1], [0.2, -0.3, 0.2], [0.1, 0.1, -0.1], [-0.1, 0.0, -0.1], [-0.1, 0.1, 0.0], [-0.1, 0.0, 0.1], [0.0, 0.0, 0.1], [0.1, 0.0, 0.0], [0.1, 0.0, 0.1], [0.0, 0.0, -0.1], [0.0, 0.0, -0.1], [0.0, 0.0, 0.1], [0.0, 0.0, 0.1], [0.1, 0.0, -0.1], [0.0, 0.0, -0.1], [0.0, 0.0, -0.1], [0.0, 0.0, 0.1], [0.0, 0.0, 0.1], [-0.1, 0.1, 0.1], [-0.1, 0.0, 0.1], [-0.1, 0.0, 0.0], [0.0, 0.0, 0.0], [0.0, -0.1, 0.0], [0.0, 0.0, 0.1], [0.0, 0.0, 0.0], [0.0, 0.0, -0.1], [0.1, -0.1, 0.0]],
  "lowdin_charge": [-0.1109, -0.2710, -0.2270, -0.2215, -0.2086, -0.1765, -0.1967, -0.0477, -0.2643, 0.0144, -0.0183, -0.1972, -0.1597, -0.0251, -0.4335, 0.1047, -0.0020, 0.0083, -0.3979, 0.1271, -0.0166, -0.0102, 0.0740, 0.0630, 0.0683, 0.1031, 0.0976, 0.1072, 0.1075, 0.1066, 0.1119, 0.1092, 0.1234, 0.1082, 0.1210, 0.1301, 0.1198, 0.1205, 0.1217, 0.1533, 0.1333, 0.1341, 0.0917, 0.0985, 0.1019, 0.1172, 0.1071]
}

***

no.,E (eV)
1,-13116.7398
2,-8825.9816
3,-53970.8173
4,-7326.2477
5,-20624.6065
6,-26705.5560